Entry 1:
{
  "formula": "C42H71FeGeN4OP3SeSi",
  "method": "ωB97M-V/def2-TZVPD",
  "symbols": ["Fe", "C", "C", "C", "P", "C", "N", "Ge", "N", "C", "P", "C", "C", "C", "C", "C", "C", "C", "C", "C", "C", "C", "C", "N", "C", "C", "C", "C", "C", "C", "C", "C", "C", "C", "C", "C", "N", "C", "P", "C", "C", "C", "C", "C", "C", "C", "C", "C", "H", "H", "H", "H", "H", "H", "H", "H", "H", "H", "H", "H", "H", "H", "H", "H", "H", "H", "H", "H", "H", "H", "H", "H", "H", "H", "H", "H", "H", "H", "H", "H", "H", "H", "H", "H", "H", "H", "H", "H", "H", "H", "H", "H", "H", "H", "H", "H", "H", "H", "H", "H", "H", "H", "H", "H", "H", "H", "H", "H", "O", "H", "H", "C", "Si", "C", "C", "Se", "H", "H", "H", "H", "H", "H", "H", "H", "H"],
  "coordinates": [[-0.97, 0.61, 0.02], [-3.71, -3.28, 2.09], [-3.24, -1.84, 1.88], [-2.59, -1.34, 3.17], [-2.09, -1.56, 0.42], [-1.11, -3.11, 0.52], [0.23, -2.85, 0.08], [0.82, -0.98, 0.13], [2.33, -0.58, -1.21], [2.07, 0.48, -2.12], [0.34, 1.10, -1.97], [-0.38, 0.14, -3.41], [-0.14, -1.36, -3.24], [-1.86, 0.45, -3.65], [0.63, 2.78, -2.76], [1.53, 2.78, -3.99], [1.20, 3.76, -1.72], [3.64, -0.87, -0.95], [4.74, -0.27, -1.58], [6.03, -0.55, -1.16], [6.26, -1.42, -0.10], [5.18, -2.07, 0.50], [3.90, -1.83, 0.04], [2.74, -2.55, 0.42], [2.37, -3.57, -0.51], [3.25, -4.32, -1.27], [2.76, -5.39, -2.01], [1.41, -5.70, -1.98], [0.52, -4.91, -1.27], [0.98, -3.80, -0.56], [2.62, -2.92, 1.79], [3.15, -4.09, 2.30], [3.10, -4.34, 3.67], [2.52, -3.40, 4.50], [1.94, -2.25, 3.99], [1.95, -2.00, 2.61], [1.31, -0.93, 2.02], [0.76, 0.06, 2.89], [0.02, 1.48, 1.96], [-0.89, 2.46, 3.31], [-2.37, 2.79, 3.03], [-0.74, 1.89, 4.72], [1.51, 2.61, 1.81], [2.57, 1.94, 0.93], [2.15, 3.08, 3.11], [-3.18, -1.83, -1.10], [-4.27, -0.76, -1.24], [-3.82, -3.20, -1.32], [-4.54, -3.27, 2.80], [-2.92, -3.90, 2.51], [-4.07, -3.76, 1.18], [-4.11, -1.22, 1.67], [-1.84, -2.06, 3.53], [-3.33, -1.22, 3.96], [-2.08, -0.39, 3.04], [-1.59, -3.92, -0.02], [-1.08, -3.39, 1.58], [2.23, 0.17, -3.16], [2.74, 1.33, -1.92], [0.18, 0.48, -4.28], [-0.53, -1.73, -2.29], [0.92, -1.61, -3.27], [-0.63, -1.91, -4.05], [-2.44, 0.23, -2.75], [-2.25, -0.16, -4.47], [-2.01, 1.50, -3.89], [-0.36, 3.12, -3.04], [2.57, 2.60, -3.73], [1.47, 3.77, -4.46], [1.23, 2.05, -4.75], [2.19, 3.44, -1.38], [0.54, 3.85, -0.86], [1.32, 4.75, -2.17], [4.58, 0.41, -2.41], [6.86, -0.09, -1.66], [7.27, -1.63, 0.22], [5.35, -2.78, 1.30], [4.30, -4.09, -1.27], [3.44, -6.01, -2.59], [1.04, -6.55, -2.54], [-0.54, -5.15, -1.29], [3.61, -4.80, 1.63], [3.52, -5.25, 4.07], [2.50, -3.57, 5.57], [1.48, -1.55, 4.67], [1.53, 0.46, 3.56], [-0.03, -0.37, 3.52], [-0.38, 3.41, 3.26], [-3.03, 1.97, 3.32], [-2.52, 3.09, 1.99], [-2.66, 3.64, 3.65], [-1.30, 0.96, 4.84], [-1.15, 2.61, 5.43], [0.30, 1.72, 4.98], [1.12, 3.49, 1.29], [3.02, 1.09, 1.44], [3.36, 2.64, 0.68], [2.11, 1.58, 0.01], [2.49, 2.24, 3.73], [1.50, 3.71, 3.72], [3.04, 3.67, 2.86], [-2.46, -1.68, -1.91], [-5.01, -0.84, -0.44], [-4.79, -0.90, -2.19], [-3.87, 0.25, -1.24], [-4.67, -3.35, -0.65], [-3.13, -4.03, -1.21], [-4.21, -3.23, -2.34], [-2.79, 0.77, 0.98], [-2.88, 1.03, 1.91], [-3.40, 1.35, 0.48], [-4.23, 5.14, -0.99], [-2.72, 4.56, -1.97], [-1.39, 5.89, -1.95], [-3.20, 4.08, -3.72], [-1.96, 2.62, -0.86], [-4.62, 6.05, -1.45], [-3.96, 5.36, 0.04], [-5.02, 4.39, -0.99], [-1.84, 6.86, -2.18], [-0.61, 5.69, -2.69], [-0.92, 5.96, -0.96], [-3.76, 4.89, -4.20], [-3.82, 3.18, -3.73], [-2.31, 3.88, -4.34]],
  "lowdin_spin": [1.1804, -0.0009, -0.0030, -0.0004, -0.0107, -0.0014, -0.0131, -0.0504, -0.0148, -0.0092, -0.0464, -0.0001, 0.0004, 0.0010, -0.0054, -0.0016, 0.0000, -0.0013, -0.0012, -0.0001, -0.0008, 0.0001, -0.0007, -0.0010, -0.0020, 0.0003, -0.0024, 0.0002, -0.0021, -0.0001, -0.0006, 0.0001, -0.0004, -0.0001, -0.0009, -0.0016, -0.0157, -0.0029, -0.0037, -0.0009, 0.0000, -0.0001, 0.0045, 0.0001, 0.0013, 0.0072, 0.0006, 0.0017, -0.0002, -0.0001, 0.0000, 0.0000, 0.0000, 0.0000, -0.0004, 0.0000, -0.0002, -0.0021, 0.0000, -0.0008, 0.0004, 0.0000, 0.0000, 0.0013, -0.0001, 0.0003, -0.0006, -0.0002, -0.0004, -0.0001, 0.0001, 0.0006, 0.0000, -0.0001, 0.0000, 0.0000, 0.0000, 0.0001, -0.0001, 0.0001, -0.0001, 0.0000, 0.0000, 0.0000, -0.0001, -0.0004, 0.0000, 0.0000, 0.0000, -0.0001, 0.0000, 0.0000, 0.0000, 0.0000, -0.0001, 0.0000, 0.0000, -0.0001, 0.0000, 0.0000, 0.0004, 0.0015, 0.0000, 0.0000, 0.0005, 0.0000, 0.0001, 0.0002, -0.0093, -0.0002, -0.0003, -0.0051, 0.0030, 0.0012, 0.0042, 0.0055, -0.0009, -0.0001, 0.0000, 0.0001, 0.0000, 0.0001, 0.0006, 0.0002, 0.0000],
  "total_energy_ha": -8992.74770,
  "e_homo_ev": [-9.27, -9.26],
  "spin_multiplicity": 2,
  "total_charge": 1,
  "s_squared": 0.85
}


Entry 2:
{
  "formula": "C14H20N2O5",
  "method": "ωB97M-V/def2-TZVPD",
  "symbols": ["O", "N", "O", "C", "C", "N", "C", "O", "C", "C", "C", "O", "C", "C", "C", "C", "C", "C", "H", "H", "H", "H", "H", "H", "H", "H", "H", "H", "H", "H", "H", "H", "C", "C", "O", "H", "H", "H", "H", "H", "H"],
  "coordinates": [[0.59, 1.95, -2.99], [1.59, 1.24, -2.95], [1.49, 0.30, -2.00], [1.03, -0.99, -2.60], [-0.38, -1.37, -1.86], [-1.45, -2.14, -2.62], [-2.67, -2.04, -1.67], [-3.94, -1.75, -1.95], [-1.98, -2.35, -0.21], [-0.37, -1.91, -0.31], [0.43, -3.24, 0.13], [1.67, -3.07, 0.88], [1.58, -2.05, 1.93], [0.36, -1.86, 3.02], [0.30, -0.66, 4.16], [1.57, 0.44, 4.16], [2.82, 0.27, 3.11], [2.85, -0.96, 1.99], [0.89, -0.82, -3.76], [1.91, -1.77, -2.39], [-0.92, -0.31, -1.74], [-1.70, -1.67, -3.52], [-2.23, -3.45, 0.11], [-2.40, -1.74, 0.73], [-0.38, -0.93, 0.33], [-0.22, -4.04, 0.73], [0.73, -3.82, -0.87], [-0.56, -2.61, 3.03], [-0.60, -0.52, 4.93], [1.58, 1.34, 4.91], [3.74, 1.02, 3.06], [3.74, -1.10, 1.22], [-1.56, 4.06, -0.23], [-0.95, 5.10, -1.14], [0.46, 4.92, -1.20], [-1.14, 4.12, 0.78], [-2.65, 4.19, -0.17], [-1.35, 3.05, -0.60], [-1.14, 6.11, -0.75], [-1.36, 5.03, -2.15], [0.62, 4.03, -1.55]],
  "nbo_charge": [-0.2861, 0.3844, -0.4131, -0.1128, -0.0695, -0.6694, 0.6949, -0.5627, -0.5248, -0.2715, -0.0814, -0.5407, 0.2900, -0.3131, -0.2224, -0.2446, -0.2270, -0.2599, 0.2164, 0.2241, 0.1993, 0.3927, 0.2505, 0.2524, 0.2719, 0.1956, 0.2152, 0.2329, 0.2505, 0.2368, 0.2442, 0.2472, -0.6335, -0.0597, -0.7218, 0.2120, 0.2097, 0.1984, 0.1755, 0.1557, 0.4634],
  "total_energy_ha": -1030.59854,
  "e_homo_ev": -8.52
}


Entry 3:
{
  "formula": "C3H4N2O3",
  "method": "ωB97M-V/def2-TZVPD",
  "symbols": ["O", "C", "C", "N", "N", "O", "C", "O", "H", "H", "H", "H"],
  "coordinates": [[2.30, -0.04, -0.45], [0.85, -0.08, -0.48], [0.07, 0.67, -1.41], [-1.25, 0.83, -1.01], [-1.16, 0.16, 0.16], [-2.22, 0.16, 1.10], [0.09, -0.27, 0.62], [0.08, -1.08, 1.70], [2.48, 0.94, -0.54], [0.46, 1.00, -2.38], [-2.72, -0.77, 0.97], [1.02, -1.51, 1.73]],
  "nbo_charge": [-0.7015, 0.0774, -0.1040, -0.2325, 0.0638, -0.5158, 0.3696, -0.6410, 0.4831, 0.2153, 0.4777, 0.5078],
  "total_energy_ha": -451.81199,
  "e_homo_ev": -9.05
}